# 1
ORCA calculation (wB97M-V/def2-TZVPD) on 2 unconnected molecules or ions with the total composition C4H9O at a distorted geometry.

Positions of all 14 atoms, in Å:
C 2.68 0.67 -0.32
O 1.94 1.70 0.09
H 2.12 -0.30 -0.50
H 3.43 0.34 0.44
H 3.20 0.78 -1.31
C -0.90 0.36 0.82
C -1.38 -0.92 0.20
C -2.44 -1.00 -0.61
H -1.35 0.69 1.74
H -0.99 1.19 0.12
H 0.17 0.31 1.00
H -0.73 -1.78 0.32
H -2.77 -1.93 -1.05
H -2.98 -0.12 -0.94

Total energy, Ha: -232.977746
Charge: -1
E_HOMO, eV: -1.944
Strongest force on any atom, eV/A: 1.0
Energy relative to the best compared isomer or geometry (same formula, charge and spin), eV: 1.121
HOMO-LUMO gap, eV: 5.87
2S+1: 1

# 2
ORCA calculation (wB97M-V/def2-TZVPD) on a single C6H11NO molecule at a distorted geometry.

Positions of all 19 atoms, in Å:
N 1.58 -3.05 1.07
C 0.91 -1.92 0.45
C 1.26 -0.54 1.00
C 0.60 0.54 0.17
C -0.59 1.08 0.44
C -1.16 2.05 -0.53
C -1.80 1.77 -1.65
O -2.14 2.82 -2.49
H 2.56 -2.83 1.14
H 1.18 -3.35 1.94
H -0.18 -1.96 0.53
H 1.00 -2.00 -0.63
H 0.88 -0.44 2.03
H 2.30 -0.34 1.09
H 0.98 0.66 -0.82
H -1.12 0.87 1.36
H -1.11 3.10 -0.32
H -2.09 0.81 -2.04
H -3.07 2.71 -2.76

Total energy, Ha: -365.147862
SMILES string: NCC/C=C/C=C/O
Charge: 0
E_HOMO, eV: -8.895
Strongest force on any atom, eV/A: 1.6
Energy relative to the best compared isomer or geometry (same formula, charge and spin), eV: 2.275
HOMO-LUMO gap, eV: 9.82
2S+1: 1

# 3
ORCA calculation (wB97M-V/def2-TZVPD) on a molecular structure, C4H9NO2 at a distorted geometry.

Positions of all 16 atoms, in Å:
C -0.55 1.14 -0.15
C 2.29 -0.92 0.60
C -1.83 1.40 -0.83
C 0.11 -0.17 0.01
N -0.91 -1.09 0.49
O 1.20 -0.06 0.93
O 0.37 -0.08 -1.28
H -0.11 1.97 0.40
H -0.76 -1.41 1.44
H -1.12 -1.83 -0.16
H 2.01 -1.98 0.70
H 2.63 -0.74 -0.42
H 3.08 -0.69 1.30
H -2.17 0.51 -1.36
H -1.68 2.20 -1.56
H -2.57 1.75 -0.12

Total energy, Ha: -362.941684
Charge: 0
E_HOMO, eV: -9.172
Strongest force on any atom, eV/A: 3.3
Energy relative to the best compared isomer or geometry (same formula, charge and spin), eV: 3.914
HOMO-LUMO gap, eV: 9.44
2S+1: 1

# 4
ORCA calculation (wB97M-V/def2-TZVPD) on 2 unconnected molecules or ions with the total composition CH4N2O2S at a distorted geometry.

Positions of all 10 atoms, in Å:
C -0.15 0.52 -0.57
N -1.44 -0.45 0.98
N 0.69 -0.59 -0.51
O 0.43 -1.48 -1.26
O 1.63 -0.51 0.28
S 0.33 2.10 -0.02
H -0.69 0.63 -1.44
H -0.69 -0.42 1.59
H -1.41 -1.23 0.34
H 1.30 1.43 0.60

Total energy, Ha: -698.457147
Charge: 0
E_HOMO (alpha / beta), eV: -9.921 / -9.376
Strongest force on any atom, eV/A: 4.4
Energy relative to the best compared isomer or geometry (same formula, charge and spin), eV: 5.937
HOMO-LUMO gap (alpha / beta), eV: 8.21 / 8.11
2S+1: 1

# 5
ORCA calculation (wB97M-V/def2-TZVPD) on 3 unconnected molecules or ions with the total composition C3H16N2O2 at a distorted geometry.

Positions of all 23 atoms, in Å:
C 0.41 0.03 -1.18
C -0.67 -0.40 -0.20
C -2.00 0.19 -0.45
N -2.87 0.35 0.76
N 1.81 0.08 -0.55
H 0.27 1.04 -1.57
H 0.45 -0.44 -2.18
H -0.36 -0.14 0.82
H -0.64 -1.51 -0.14
H -1.88 1.20 -0.86
H -2.61 -0.35 -1.20
H -2.40 0.66 1.65
H -3.64 1.03 0.75
H -3.28 -0.53 1.10
H 2.35 -0.77 -0.83
H 1.80 0.20 0.46
H 2.39 0.79 -1.01
H 3.87 -2.15 -2.00
H 4.83 -1.12 -1.39
O 3.89 -1.32 -1.53
H -0.24 0.53 3.70
H -0.96 1.74 3.02
O -0.54 0.88 2.85

Total energy, Ha: -383.293270
Charge: +2
E_HOMO, eV: -18.783
Strongest force on any atom, eV/A: 2.7
Energy relative to the best compared isomer or geometry (same formula, charge and spin), eV: 1.140
HOMO-LUMO gap, eV: 12.39
2S+1: 1

# 6
ORCA calculation (wB97M-V/def2-TZVPD) on a molecular structure, C2H26CrO19 at a distorted geometry.

Positions of all 48 atoms, in Å:
Cr -0.76 -0.49 -2.09
C -0.03 -0.14 0.07
O 0.55 0.27 1.26
O 0.57 -0.98 -0.71
O -1.01 0.49 -0.41
C -0.94 -1.75 -4.04
O 0.04 -1.95 -3.11
O -1.51 -0.57 -3.91
O -0.72 -2.32 -5.16
O 3.14 -1.57 -0.97
H 3.75 -1.04 -1.47
H 2.19 -1.39 -1.11
O -1.01 -0.91 2.90
H -0.33 -0.69 2.21
H -1.54 -0.10 2.73
O -0.34 2.08 2.83
H 0.19 1.42 2.27
H 0.24 2.84 2.98
O 0.66 -3.08 0.85
H 1.29 -3.51 0.25
H 0.62 -2.24 0.35
O 3.06 0.56 0.95
H 2.11 0.39 1.02
H 3.07 0.50 -0.02
O 1.70 0.33 4.03
H 2.06 -0.41 3.56
H 0.85 0.34 3.64
O -2.83 1.31 -2.28
H -3.57 0.87 -1.80
H -3.03 1.58 -3.16
O -2.65 0.92 1.84
H -2.04 0.81 1.09
H -2.18 1.56 2.34
O 0.92 0.80 -2.88
H 1.27 0.80 -3.75
H 1.72 0.84 -2.37
O 2.83 -1.51 2.75
H 2.23 -1.79 2.13
H 3.49 -0.87 2.34
O -3.23 2.76 -0.18
H -3.11 2.28 -1.01
H -2.55 2.36 0.36
O 0.90 2.70 0.03
H 0.53 2.92 -0.83
H 0.50 1.84 0.17
O -2.23 -1.74 -1.42
H -2.33 -1.91 -0.45
H -2.54 -2.59 -1.77

Total energy, Ha: -2565.953269
Charge: -2
E_HOMO (alpha / beta), eV: 0.009 / -2.564
Strongest force on any atom, eV/A: 7.3
Energy relative to the best compared isomer or geometry (same formula, charge and spin), eV: 0.000
HOMO-LUMO gap (alpha / beta), eV: 4.60 / 6.99
2S+1: 5

> Number 6 is which compound?

C2H26CrO19